(1)
Here is C8H19CdNO12S3 as an isolated structure at a distorted geometry from OMol25. Energies are from ωB97M-V/def2-TZVPD.

Summary:
* orbital gap: 0.2128 Eh
* LUMO: 4.513 eV
* largest force on an atom: 9.8 eV/Å
* HOMO level: -0.0469 Ha
* charge: -2
* energy above the lowest of the compared OMol25 structures with the same formula, charge and spin: 19.0 kcal/mol

Last column: natural (NBO) charge in e.
Geometry (Å):
1 Cd 36.49828 -37.64755 27.41549  1.78
2 S 38.00221 -39.04998 29.11595  2.63
3 O 39.35708 -38.84922 29.59756  -1.06
4 O 37.73143 -40.34804 29.71163  -1.11
5 O 36.99972 -38.06885 29.36109  -1.17
6 O 37.88390 -39.05541 27.65674  -1.18
7 S 37.96672 -35.81316 25.93041  2.62
8 O 37.69162 -34.35697 25.94900  -1.09
9 O 39.17033 -35.99353 25.12786  -1.03
10 O 37.95471 -36.32825 27.28727  -1.19
11 O 36.81117 -36.65804 25.69395  -1.20
12 C 35.62706 -39.51212 24.98875  -0.63
13 C 34.46896 -38.98694 25.79298  -0.24
14 N 34.75717 -38.90685 27.20291  -0.53
15 C 33.50488 -38.37019 27.76732  -0.23
16 C 33.58883 -38.09387 29.28534  -0.66
17 C 35.04986 -40.22895 27.83550  -0.26
18 C 33.98974 -41.37537 27.72745  -0.65
19 H 35.48122 -39.18261 23.96004  0.21
20 H 35.65635 -40.59168 24.84116  0.19
21 H 36.54952 -39.03875 25.32503  0.26
22 H 34.00775 -38.15319 25.26358  0.22
23 H 33.60896 -39.61897 25.57154  0.15
24 H 32.54900 -38.88496 27.67032  0.17
25 H 33.16080 -37.43583 27.32384  0.21
26 H 34.50970 -37.97633 29.85656  0.27
27 H 32.84645 -38.66840 29.83931  0.19
28 H 33.21336 -37.07385 29.36716  0.21
29 H 35.96123 -40.62531 27.38784  0.25
30 H 35.29958 -40.17205 28.89498  0.26
31 H 34.31479 -42.12890 28.44483  0.22
32 H 32.96886 -41.05162 27.93016  0.19
33 H 34.10175 -41.70649 26.69502  0.20
34 C 37.40785 -34.11004 29.83894  -0.11
35 C 36.95655 -35.10649 31.04784  -0.11
36 O 35.56813 -35.35778 30.92709  -0.67
37 S 35.03984 -34.92658 29.38743  2.44
38 O 33.63808 -34.45375 29.47006  -0.87
39 O 35.45329 -35.87780 28.33279  -0.88
40 O 36.14657 -33.62911 29.49885  -0.66
41 H 37.85847 -34.57832 28.96387  0.27
42 H 38.02972 -33.27455 30.16040  0.19
43 H 37.14500 -34.57628 31.98136  0.16
44 H 37.52460 -36.03014 31.15873  0.24

Forces on the atoms, in the same order (eV/Å):
Cd -3.616 -0.471 -0.759
S 4.745 -4.621 1.263
O 0.931 2.623 -0.253
O -2.637 -1.722 0.165
O -2.883 3.392 5.613
O 2.956 -3.787 -2.731
S 1.573 3.728 0.461
O -0.728 -0.332 -0.220
O -0.341 -1.254 -0.134
O 6.977 3.349 5.547
O -4.463 -0.651 -8.719
C 0.075 0.399 -1.239
C -0.430 -1.763 -2.043
N -3.818 -0.624 0.402
C 0.131 1.129 2.174
C -1.042 1.358 0.358
C -0.094 -1.141 0.103
C 0.896 1.308 -0.686
H 0.111 0.363 -0.136
H 0.306 -0.162 0.841
H 0.218 -0.540 -0.181
H 0.962 1.342 1.037
H -0.320 -1.092 0.574
H 0.352 -1.413 -0.592
H 1.134 0.298 -0.543
H 0.474 -0.892 -0.627
H 0.331 -0.415 0.143
H -0.361 0.167 0.211
H 0.084 0.307 0.006
H 0.121 0.966 -0.141
H -0.163 -0.136 -0.212
H -0.004 -0.110 0.036
H -0.568 -0.619 0.068
C -0.295 -2.113 0.934
C 2.192 0.636 -0.220
O -1.436 -0.389 -1.921
S 1.394 0.764 0.529
O 3.587 -1.009 -0.103
O -2.068 3.521 3.300
O -3.387 0.093 -1.986
H 0.157 -0.520 0.105
H -0.290 -0.052 0.258
H -0.578 0.263 0.130
H -0.183 -0.178 -0.814

***

(2)
Here is a 8-piece molecular cluster, C8H19Cl10N3O6 overall at a distorted geometry from OMol25. Energies are from ωB97M-V/def2-TZVPD.

Summary:
* orbital gap: 0.3757 Eh
* LUMO: -0.337 eV
* largest force on an atom: 5.3 eV/Å
* HOMO level: -0.3881 Ha
* structure (SMILES): C[N+](=O)[O-].C[N+](=O)[O-].C[N+](=O)[O-].ClCCl.ClCCl.ClCCl.ClCCl.ClCCl
* energy above the lowest of the compared OMol25 structures with the same formula, charge and spin: 19.9 kcal/mol

Last column: natural (NBO) charge in e.
Geometry (Å):
1 C -0.63364 0.16331 0.20238  -0.47
2 N -0.60588 0.86171 -1.16956  0.52
3 O -1.69404 1.17445 -1.68381  -0.37
4 O 0.48895 1.12780 -1.72124  -0.40
5 H -0.59916 -0.90180 -0.02664  0.24
6 H -1.52518 0.50558 0.72784  0.25
7 H 0.33617 0.34970 0.66370  0.22
8 C 2.92765 2.29480 2.28069  -0.48
9 N 3.06183 3.78470 2.18825  0.53
10 O 2.86066 4.45308 3.18709  -0.38
11 O 3.46979 4.23853 1.12734  -0.37
12 H 3.93770 1.97268 2.53396  0.24
13 H 2.52600 1.82906 1.38076  0.24
14 H 2.25735 2.22886 3.13770  0.21
15 C 0.38261 -0.10780 4.56537  -0.50
16 N 0.20353 -1.05072 3.44717  0.55
17 O -0.84371 -1.11150 2.84140  -0.42
18 O 1.01342 -1.87142 3.33494  -0.35
19 H 0.39270 0.88627 4.11834  0.24
20 H 1.18364 -0.46273 5.21379  0.25
21 H -0.57386 -0.16016 5.08550  0.24
22 Cl -1.40800 -4.92507 1.37992  -0.03
23 C -0.08169 -3.95146 0.61907  -0.39
24 Cl 1.17292 -5.02632 0.02959  -0.03
25 H -0.33733 -3.44700 -0.31275  0.22
26 H 0.33886 -3.22179 1.31104  0.24
27 Cl -3.30488 -2.24178 -0.42998  -0.05
28 C -4.76235 -1.22722 -0.17791  -0.37
29 Cl -4.22893 0.47117 -0.02015  -0.03
30 H -5.51513 -1.37631 -0.95198  0.24
31 H -5.00247 -1.57344 0.82737  0.23
32 Cl -2.78190 1.02254 -4.60700  0.01
33 C -4.33269 1.03553 -3.79863  -0.42
34 Cl -5.38361 -0.31020 -4.32450  -0.05
35 H -4.23252 1.00935 -2.71357  0.23
36 H -4.87126 1.97849 -3.89279  0.22
37 Cl 2.97243 -0.20525 -0.48425  -0.04
38 C 4.11904 -1.52411 0.04435  -0.37
39 Cl 3.72176 -2.04696 1.71825  -0.04
40 H 4.14163 -2.44374 -0.54035  0.23
41 H 5.12356 -1.10102 0.03776  0.22
42 Cl 0.15287 1.92700 -6.40485  -0.05
43 C 1.18494 1.70777 -4.92566  -0.38
44 Cl 2.81318 2.39806 -5.11582  -0.03
45 H 0.68089 2.20002 -4.09398  0.23
46 H 1.25417 0.66734 -4.60817  0.22

Forces on the atoms, in the same order (eV/Å):
C 0.786 0.214 -1.327
N -0.191 1.332 -1.565
O 2.095 -0.782 1.309
O -1.955 -0.862 1.534
H -0.584 0.063 0.057
H 0.317 -0.277 -0.112
H -0.290 0.441 0.103
C -0.421 0.714 1.012
N 0.799 0.811 -1.172
O -0.178 -0.577 -0.258
O -0.417 -0.346 0.570
H -0.210 -0.315 -0.108
H 0.299 0.407 0.028
H 0.163 -0.682 -0.066
C -1.386 0.628 0.059
N -2.618 0.513 1.196
O -1.103 1.377 -0.568
O 4.215 -3.083 -0.673
H 0.631 0.035 0.349
H 0.105 0.489 -0.486
H 0.098 0.015 0.180
Cl 0.640 0.950 -0.494
C -0.089 -0.082 -0.288
Cl 0.696 -0.413 0.147
H -0.988 -0.012 0.423
H -0.212 -0.407 0.247
Cl -0.184 -0.107 -0.640
C 1.230 -0.216 1.100
Cl -0.709 -0.246 -0.171
H 0.289 0.142 0.149
H -0.841 0.381 -0.375
Cl -0.175 0.146 -0.085
C -0.623 0.383 0.918
Cl 0.150 0.285 0.180
H 0.528 -0.735 -0.139
H 0.127 -0.098 -0.981
Cl 0.739 -1.301 -0.041
C 0.067 0.391 0.704
Cl 0.173 0.258 -0.526
H -0.678 0.479 -0.364
H -0.277 0.097 0.138
Cl 0.706 -0.321 0.842
C -0.526 0.268 0.275
Cl -0.420 -0.234 -0.021
H 0.113 0.290 -0.345
H 0.110 -0.015 -0.715

***

(3)
Here is a 2-piece molecular cluster, C8H19Cl2N4O overall at a distorted geometry from OMol25. Energies are from ωB97M-V/def2-TZVPD.

Summary:
* orbital gap: 0.2493 Eh
* LUMO: -5.799 eV
* largest force on an atom: 4.8 eV/Å
* HOMO level: -0.4624 Ha
* charge: +1
* energy above the lowest of the compared OMol25 structures with the same formula, charge and spin: 97.7 kcal/mol

Last column: natural (NBO) charge in e.
Geometry (Å):
1 C 2.50864 0.30428 0.07824  -0.29
2 O 1.06540 0.69513 0.05314  -0.56
3 C 0.54291 0.70009 -1.32193  -0.06
4 C -1.05802 0.37665 -1.46119  0.08
5 C -1.13078 -1.22755 -1.82974  -0.25
6 N -2.36629 -1.87936 -1.25088  -0.89
7 C -2.10705 0.85520 -0.29581  -0.28
8 N -3.41393 1.03161 -1.09144  -0.53
9 C -2.99802 1.20340 -2.53536  0.83
10 N -3.69676 1.17758 -3.71695  -0.94
11 N -1.48010 1.37996 -2.55535  -0.64
12 H 2.75316 -0.13362 1.14976  0.24
13 H 3.21088 1.23049 -0.18983  0.20
14 H 2.76185 -0.56000 -0.68641  0.18
15 H 1.10597 -0.08308 -2.02306  0.20
16 H 0.72779 1.75720 -1.83793  0.18
17 H -1.03706 -1.34665 -3.00918  0.22
18 H -0.18734 -1.78520 -1.38022  0.24
19 H -2.15588 -2.72629 -0.67949  0.40
20 H -3.11695 -2.03917 -1.95755  0.37
21 H -1.92048 1.86156 0.27323  0.23
22 H -2.25440 0.07776 0.58486  0.28
23 H -3.97013 1.79064 -0.64117  0.45
24 H -3.77933 0.31769 -4.33409  0.47
25 H -4.15449 2.05608 -4.09621  0.47
26 H -1.41367 2.27212 -1.98596  0.40
27 Cl 3.28026 -1.90384 2.73717  -0.07
28 C 3.46391 -1.67704 4.49387  -0.39
29 C 3.31992 -0.22006 4.90384  -0.39
30 Cl 4.67820 0.77857 4.32731  -0.05
31 H 4.43562 -2.08478 4.78973  0.23
32 H 2.68401 -2.27610 4.97324  0.23
33 H 3.30990 -0.13979 5.99440  0.23
34 H 2.39223 0.21652 4.52098  0.22

Forces on the atoms, in the same order (eV/Å):
C 0.980 -0.248 0.182
O 0.692 -1.087 -2.325
C 0.507 0.791 -0.599
C 1.383 0.460 1.105
C -0.076 -0.412 -0.229
N 0.664 0.003 -0.843
C 0.129 -0.764 1.262
N 2.803 1.446 -3.576
C 1.683 0.274 3.199
N -1.107 0.522 0.100
N -2.905 -2.002 0.834
H -0.667 1.358 -2.328
H -1.639 -1.944 0.682
H -0.781 1.711 1.361
H -1.169 1.569 1.610
H -0.289 -2.001 1.200
H -0.227 0.359 2.386
H -1.936 1.546 -0.813
H -0.343 1.025 -1.097
H 1.113 -0.169 1.035
H 0.303 -1.644 -1.424
H 0.055 1.373 -2.220
H -0.539 -1.200 -0.894
H 0.673 1.594 1.246
H 0.553 -1.663 0.961
H 0.115 -0.732 -0.946
Cl 0.057 -0.157 0.043
C 0.014 0.051 0.493
C -0.166 -0.133 0.083
Cl -0.052 -0.024 -0.064
H -0.179 0.173 -0.163
H 0.081 0.161 -0.094
H 0.040 -0.110 -0.166
H 0.228 -0.127 0.000

***

(4)
Here is C8H19Cl2N4O2Ru as an isolated structure at a distorted geometry from OMol25. Energies are from ωB97M-V/def2-TZVPD.

Summary:
* orbital gap: 0.2082 Eh
* LUMO: -12.754 eV
* largest force on an atom: 2.1 eV/Å
* HOMO level: -0.6769 Ha
* charge: +3
* energy above the lowest of the compared OMol25 structures with the same formula, charge and spin: 0.0 kcal/mol

Last column: natural (NBO) charge in e.
Geometry (Å):
1 Ru 0.51742 -0.33186 0.24104  0.74
2 N 2.29344 0.68002 0.57790  -0.69
3 C 2.02428 2.14754 0.56279  -0.24
4 C 1.13804 2.40991 -0.63054  -0.25
5 N -0.02498 1.45667 -0.58612  -0.31
6 C -1.13442 2.05618 0.24536  -0.25
7 C -1.67364 1.01761 1.20765  -0.25
8 N -0.51140 0.44870 1.94744  -0.77
9 C -0.48048 1.09310 -1.96371  -0.25
10 C 0.57469 0.25684 -2.66944  -0.25
11 N 0.95810 -0.90718 -1.80471  -0.79
12 H 2.73878 0.41490 1.45485  0.42
13 H 2.98461 0.46515 -0.13978  0.40
14 H 2.95331 2.71421 0.50252  0.26
15 H 1.53705 2.41299 1.50013  0.21
16 H 1.69558 2.25382 -1.55036  0.23
17 H 0.76744 3.43523 -0.65042  0.25
18 H -1.90977 2.45233 -0.41072  0.26
19 H -0.72275 2.89369 0.80859  0.23
20 H -2.14165 0.19274 0.65897  0.20
21 H -2.44743 1.41551 1.86569  0.26
22 H -0.82513 -0.27004 2.59477  0.41
23 H -0.08304 1.16217 2.53352  0.41
24 H -0.71581 1.99652 -2.53317  0.26
25 H -1.40929 0.52579 -1.85469  0.22
26 H 1.47341 0.83606 -2.86547  0.22
27 H 0.20447 -0.07888 -3.63751  0.25
28 H 1.88200 -1.24714 -2.06509  0.42
29 H 0.34906 -1.68810 -2.04427  0.39
30 Cl -0.42652 -5.42896 2.64449  0.42
31 C -1.87173 -5.13838 1.96801  -0.13
32 Cl -3.04148 -4.28024 2.69422  0.42
33 C -0.88280 -3.28320 0.16115  1.02
34 O -0.98404 -4.05391 -0.68507  -0.40
35 O -0.68694 -2.36860 0.87993  -0.59
36 H -2.11841 -5.66120 1.04207  0.29

Forces on the atoms, in the same order (eV/Å):
Ru 0.302 0.580 0.040
N 0.001 -0.117 -0.034
C 0.052 -0.058 -0.035
C -0.109 0.034 0.024
N 0.035 -0.071 -0.068
C 0.035 -0.066 -0.076
C -0.060 -0.152 -0.012
N -0.027 -0.134 0.005
C -0.026 0.117 0.054
C 0.044 -0.034 0.020
N -0.117 -0.081 0.107
H -0.003 0.063 0.021
H 0.017 0.014 0.011
H -0.021 0.035 -0.009
H 0.001 0.011 -0.001
H 0.020 -0.015 0.014
H 0.047 0.017 -0.016
H -0.036 0.008 0.047
H -0.025 0.016 -0.001
H -0.013 0.005 -0.004
H 0.112 0.195 0.014
H -0.043 0.070 0.056
H 0.010 0.017 -0.026
H 0.036 -0.022 -0.050
H -0.009 0.012 -0.011
H 0.005 -0.022 -0.045
H -0.040 0.021 0.007
H 0.050 0.135 0.003
H 0.023 0.023 -0.117
Cl 0.050 0.024 -0.011
C -0.443 -0.948 0.631
Cl 0.008 0.034 -0.048
C 0.888 1.450 -1.241
O -0.350 -0.431 0.649
O -0.463 -0.856 0.183
H 0.051 0.128 -0.079